Here is C8H7N2O5Pb as an isolated structure from the OMol25 dataset. Energies are from wB97M-V/def2-TZVPD.

The net charge is +1. Its electronic energy is -26854.713 eV. Its energy above the lowest of the compared OMol25 structures with the same formula, charge and spin is 205.4 kcal per mole. The calculation puts the gap between HOMO and LUMO (spin up / spin down) at 5.42 / 5.49 eV.

Each line ends with the Mulliken charge.
Atoms and positions in Å:
O: -2.66 -6.48 2.59  -0.128
C: -1.96 -5.82 2.03  0.113
Pb: -0.74 -1.84 0.18  1.803
O: 0.61 -4.63 0.47  -0.191
C: 0.20 -3.57 0.29  -0.392
C: 0.82 -0.94 -1.05  0.068
O: 1.69 -0.48 -1.66  -0.344
C: -2.01 -0.22 -0.06  -0.043
O: -2.70 0.70 -0.09  -0.222
C: -1.66 -2.52 -1.64  0.310
O: -2.28 -3.00 -2.49  -0.153
H: -2.10 -2.52 0.91  -0.107
C: 1.63 3.11 1.28  -0.782
N: 1.04 2.55 0.04  0.027
C: 1.03 3.39 -1.19  -0.746
C: 0.58 1.43 0.02  0.459
N: 0.12 0.32 0.07  -0.536
H: 2.00 4.13 1.13  0.283
H: 2.46 2.48 1.59  0.328
H: 0.86 3.13 2.06  0.333
H: 1.60 2.88 -1.97  0.313
H: -0.01 3.53 -1.51  0.318
H: 1.48 4.38 -1.01  0.288